Formula: C21H30CoN6OS2Se
Source: the OMol25 dataset
Level of theory: wB97M-V/def2-TZVPD

Each line ends with the Löwdin spin population.
Element x y z (Å)
H (-2.118, 0.424, 4.379)  0.001
C (3.921, 0.806, -1.656)  0.000
N (-1.410, -2.604, 0.164)  0.010
H (1.824, 0.442, -1.804)  0.001
H (2.691, -0.878, 5.147)  0.000
C (-2.980, 0.385, -5.883)  0.000
C (2.663, 0.569, -1.139)  0.001
H (-1.795, 2.834, 4.584)  0.000
C (1.080, 0.349, 0.763)  0.006
H (0.481, 1.656, -5.065)  0.001
H (-2.951, 3.131, -0.187)  0.002
C (-2.026, -2.071, -0.891)  0.013
H (-3.287, 0.046, -3.791)  0.000
C (3.543, 0.685, 1.091)  0.001
H (-3.956, 0.015, -6.172)  0.000
H (1.901, 1.213, 4.056)  0.000
H (5.977, 1.179, -1.201)  0.000
H (1.440, -3.491, -1.403)  0.000
C (-0.191, 0.765, 2.704)  0.009
H (4.057, 0.861, -2.726)  0.000
Co (-1.743, 0.633, -0.326)  2.661
Se (-0.586, 0.767, -2.477)  0.080
H (-0.386, 1.575, -7.390)  0.000
H (-3.316, 2.464, -1.652)  0.001
H (1.021, -1.449, 5.288)  0.000
H (-0.009, -2.633, -3.325)  0.000
H (0.808, -1.847, -1.192)  0.000
N (-1.677, -2.435, -2.123)  0.005
N (-2.206, 0.793, -6.875)  0.004
H (1.153, 1.035, 5.659)  0.000
C (-1.001, 1.246, -6.562)  0.000
C (-0.148, -3.306, 0.046)  0.001
C (4.994, 0.982, -0.798)  0.000
S (-3.375, -1.063, -0.658)  0.042
C (-1.242, 0.785, 4.923)  0.002
C (1.700, -0.830, 4.704)  0.000
S (-1.727, 1.137, 2.029)  0.048
H (-0.330, -4.388, 0.064)  0.001
C (-1.329, 0.854, -4.228)  0.013
C (1.212, 0.614, 4.654)  0.000
O (0.176, -0.125, 0.027)  0.040
H (5.655, 1.016, 1.235)  0.000
C (-2.602, 0.394, -4.552)  0.005
N (0.944, 0.633, 2.050)  0.005
H (-4.080, 1.946, -0.286)  0.000
C (4.806, 0.902, 0.573)  0.000
H (-2.321, 2.203, 6.147)  0.000
C (-0.515, 1.296, -5.272)  0.007
C (2.454, 0.527, 0.235)  0.001
H (-0.625, 2.628, 5.887)  0.000
H (-0.599, -4.159, -2.612)  0.000
N (-3.192, 2.265, -0.662)  0.031
H (3.382, 0.635, 2.156)  0.000
C (0.538, -2.902, -1.255)  0.001
H (0.478, -3.036, 0.899)  0.000
H (1.750, -1.223, 3.693)  0.000
C (-0.421, -3.092, -2.423)  0.001
C (-1.512, 2.204, 5.421)  0.001
H (-1.697, -2.251, 1.065)  0.000
N (-0.098, 0.719, 4.045)  0.002
H (-1.054, 0.121, 5.773)  0.000
H (-2.147, -1.947, -2.873)  0.000

For the molar mass, the calculation gives 584.539 Da. The highest occupied orbital energy (alpha / beta) comes out at -7.3 / -7.4 eV. The value obtained for the total energy is -157898.9858 eV. The calculation puts the lowest unoccupied orbital energy (alpha / beta) at 0.340 / 0.334 eV. The value obtained for the HOMO-LUMO gap (alpha / beta) is 7.6 / 7.7 eV. The multiplicity is 4.

Formula: C21H30HgN4O4S2
Source: the OMol25 dataset
Level of theory: wB97M-V/def2-TZVPD

Each line ends with the Löwdin spin population.
Element x y z (Å)
H (-1.685, -4.006, -2.216)  0.001
O (-1.290, -0.905, -1.833)  -0.007
C (2.532, -3.682, -2.140)  -0.007
N (-1.221, 3.530, 3.256)  0.025
H (-2.794, -2.691, -2.691)  0.000
H (-0.954, 5.322, 2.266)  0.001
C (0.992, -3.947, 0.477)  0.040
C (2.579, -1.819, -0.615)  0.002
H (-1.425, 3.095, 4.145)  0.002
H (1.376, 3.586, -2.770)  0.000
C (-0.933, -2.891, -0.438)  0.015
H (-1.748, 6.737, 4.169)  0.000
H (-4.657, -0.003, -0.621)  0.000
H (-1.926, 5.296, 5.174)  0.000
S (-0.074, 3.201, 0.791)  0.026
H (1.671, -4.789, 0.562)  0.001
H (1.970, 0.767, -4.157)  0.000
C (1.239, -2.801, 1.177)  0.021
H (-1.482, -3.197, -3.775)  0.000
H (-4.405, -0.576, 1.048)  0.000
N (-0.386, 0.496, 1.658)  0.240
C (-1.948, 5.665, 4.145)  0.000
C (2.387, 0.907, -3.158)  0.000
C (-0.671, 2.643, 2.350)  0.055
H (2.823, -0.026, -2.802)  0.000
N (-0.530, 1.408, 2.691)  -0.007
C (1.511, -0.422, 2.940)  0.018
H (3.132, 1.703, -3.149)  0.000
C (-0.921, 4.944, 3.287)  0.005
O (-1.897, 2.727, -0.901)  0.007
C (0.558, 2.865, -2.796)  0.000
C (0.551, -2.354, -1.798)  0.004
C (1.249, -1.555, -0.895)  0.016
N (-0.716, -1.759, 0.204)  0.151
H (4.266, -3.081, -1.030)  0.001
H (-0.312, 3.206, -2.231)  0.000
C (-4.240, 0.247, 0.354)  -0.002
H (2.448, -0.892, 2.644)  0.003
C (-0.878, -2.012, -2.090)  0.006
C (-1.768, -3.049, -2.731)  0.002
H (0.259, 2.629, -3.818)  0.000
Hg (-2.126, 0.672, 0.206)  0.005
O (-1.333, 3.793, -0.052)  0.005
H (1.170, -0.901, 3.864)  0.007
H (-0.392, -4.925, -0.902)  0.005
H (0.657, -4.058, -3.105)  0.000
C (-0.147, -4.030, -0.347)  0.083
H (-1.816, -2.898, -1.078)  0.001
C (1.194, -3.426, -2.408)  0.003
H (-4.717, 1.154, 0.724)  0.000
H (-2.950, 5.503, 3.748)  0.000
C (0.348, -1.683, 1.068)  0.122
H (3.104, -1.194, 0.095)  0.001
H (2.104, -2.746, 1.821)  0.000
H (1.712, 0.623, 3.170)  0.001
O (1.863, 1.752, -0.773)  -0.001
H (3.032, -4.509, -2.627)  -0.001
H (0.089, 5.140, 3.676)  0.001
C (0.477, -0.514, 1.853)  0.129
C (3.224, -2.877, -1.244)  0.015
H (0.732, -0.752, -0.386)  0.003
S (1.093, 1.360, -1.990)  0.000

For the molar mass, the calculation gives 667.219 Da. The highest occupied orbital energy (alpha / beta) comes out at -2.2 / -4.2 eV. As for the net charge: -1. The value obtained for the total energy is -62247.7623 eV. The calculation puts the lowest unoccupied orbital energy (alpha / beta) at 2.712 / 2.703 eV. The value obtained for the HOMO-LUMO gap (alpha / beta) is 5.0 / 6.9 eV. The multiplicity is 2.